The following is a DFT calculation (ωB97M-V with the def2-TZVPD basis set) of a cluster of 2 separate species, CH4NO3P in total in a non-equilibrium geometry.

Structure (XYZ):
```
10
Properties=species:S:1:pos:R:3:forces:R:3
C -0.377 1.439 0.452 -3.43 2.93 -2.34
N 0.472 -1.450 -0.237 0.82 -0.43 -2.53
O 2.503 -1.085 2.490 -0.25 0.08 -0.27
O -0.704 0.347 1.262 0.11 -0.62 0.20
O 0.840 1.016 -0.100 1.25 0.93 0.36
P 0.776 -0.285 0.868 1.08 -0.55 1.69
H -1.072 1.574 -0.512 0.84 -0.26 2.23
H -0.467 2.408 1.080 0.91 -1.40 -1.08
H 1.078 -1.650 -1.061 -0.66 0.58 1.14
H -0.037 -2.245 0.024 -0.67 -1.26 0.59
```
Forces are in eV/Å.

Its expectation value of S² is 2.010. For the total energy, the calculation gives -18018.5069 eV. Its net charge is 0. As for the multiplicity: 3. The gap between HOMO and LUMO (alpha / beta) is 9.43 / 8.60 eV. The value obtained for the LUMO energy (alpha / beta) is 0.81 / -0.76 eV. The energy relative to the best compared isomer or geometry (same formula, charge and spin) is 2.036 eV.



The following is a DFT calculation (ωB97M-V with the def2-TZVPD basis set) of a structure of composition CH4NO6S2 in a non-equilibrium geometry.

Structure (XYZ):
```
14
Properties=species:S:1:pos:R:3:forces:R:3
C -0.001 -0.459 -0.493 0.05 0.38 -4.49
N -0.755 -1.447 0.101 -0.42 -0.62 0.45
O 1.745 0.746 0.653 0.81 -0.16 0.09
O -1.971 1.070 -0.394 0.70 -0.61 -0.42
O 1.858 -1.701 0.814 -0.15 -0.01 0.04
O 2.595 -0.602 -1.219 -0.27 0.15 -0.13
O -0.627 1.145 1.591 0.42 -0.19 0.09
O 0.086 2.367 -0.468 0.43 -0.41 -0.22
S 1.741 -0.542 -0.059 1.28 -0.57 0.01
S -0.355 1.168 0.176 -3.21 1.91 0.12
H -0.162 -0.389 -2.114 0.45 0.10 4.31
H -2.497 1.705 0.099 0.16 0.18 0.28
H -1.534 -1.061 0.627 0.06 -0.22 -0.15
H -0.122 -1.999 0.686 -0.30 0.06 0.03
```
Forces are in eV/Å.

For the total energy, the calculation gives -36546.5193 eV. Its net charge is -1. The gap between HOMO and LUMO is 9.17 eV. The value obtained for the LUMO energy is 3.22 eV. The energy relative to the best compared isomer or geometry (same formula, charge and spin) is 0.000 eV.



The following is a DFT calculation (ωB97M-V with the def2-TZVPD basis set) of the molecule CH4NOP in a non-equilibrium geometry.

Structure (XYZ):
```
8
Properties=species:S:1:pos:R:3:forces:R:3
C -0.917 -0.270 -0.513 -2.28 1.52 0.58
N 0.287 0.311 0.070 -0.17 0.10 0.38
O 2.622 0.804 1.218 -4.26 -5.99 -3.50
P 1.673 -0.498 0.395 4.41 5.90 3.23
H -1.782 -0.209 0.210 0.90 0.24 -0.60
H -1.348 0.063 -1.509 1.22 0.37 1.11
H -0.782 -1.288 -0.611 0.54 -2.31 -0.36
H 0.246 1.088 0.739 -0.37 0.17 -0.83
```
Forces are in eV/Å.

For the total energy, the calculation gives -13926.6189 eV. Its net charge is 0. The gap between HOMO and LUMO is 8.97 eV. As for the SMILES: CNP=O. The value obtained for the LUMO energy is -0.64 eV. The energy relative to the best compared isomer or geometry (same formula, charge and spin) is 1.914 eV.



The following is a DFT calculation (ωB97M-V with the def2-TZVPD basis set) of a cluster of 2 separate species, CH4NS in total.

Structure (XYZ):
```
7
Properties=species:S:1:pos:R:3:forces:R:3
S 2.731 -0.413 -0.474 -0.05 0.00 -0.02
H 2.241 -1.334 0.372 0.02 -0.02 0.02
C -0.781 0.673 0.033 -0.16 0.16 0.06
N -1.869 0.034 0.171 0.11 -0.23 -0.11
H 0.174 0.241 -0.285 0.08 0.07 0.01
H -0.802 1.743 0.262 0.09 -0.06 -0.03
H -1.694 -0.944 -0.080 -0.09 0.09 0.07
```
Forces are in eV/Å.

For the total energy, the calculation gives -13427.4643 eV. Its net charge is -1. The gap between HOMO and LUMO is 7.24 eV. The value obtained for the LUMO energy is 4.54 eV. The energy relative to the best compared isomer or geometry (same formula, charge and spin) is 0.081 eV.



The following is a DFT calculation (ωB97M-V with the def2-TZVPD basis set) of a cluster of 2 separate species, CH4NS in total in a non-equilibrium geometry.

Structure (XYZ):
```
7
Properties=species:S:1:pos:R:3:forces:R:3
S -1.005 -0.829 1.340 -0.34 0.38 -0.50
H -0.329 -1.514 2.239 0.37 -0.37 0.49
C 1.163 0.854 -0.891 -2.15 -0.96 -1.36
N 0.998 1.116 -2.184 -0.96 0.02 3.49
H 1.000 1.634 -0.115 1.57 0.24 -0.68
H 1.045 -0.164 -0.358 -0.05 1.23 -1.22
H 0.403 0.369 -2.578 1.56 -0.54 -0.22
```
Forces are in eV/Å.

For the total energy, the calculation gives -13426.5093 eV. Its net charge is -1. The gap between HOMO and LUMO is 7.05 eV. The value obtained for the LUMO energy is 4.33 eV. The energy relative to the best compared isomer or geometry (same formula, charge and spin) is 1.036 eV.



The following is a DFT calculation (ωB97M-V with the def2-TZVPD basis set) of a cluster of 2 separate species, CH4NS in total.

Structure (XYZ):
```
7
Properties=species:S:1:pos:R:3:forces:R:3
S -0.348 -1.055 -1.604 -0.01 0.09 0.16
H 0.356 0.081 -1.474 0.08 0.07 -0.07
C 0.915 1.310 1.923 -0.17 -0.01 -0.49
N -0.266 0.917 1.737 -0.16 -0.13 0.50
H 1.639 1.376 1.113 0.29 -0.11 -0.06
H 1.247 1.618 2.911 -0.05 0.12 0.15
H -0.425 0.590 0.780 0.02 -0.02 -0.18
```
Forces are in eV/Å.

For the total energy, the calculation gives -13427.3870 eV. Its net charge is -1. The gap between HOMO and LUMO is 6.61 eV. The value obtained for the LUMO energy is 4.00 eV. The energy relative to the best compared isomer or geometry (same formula, charge and spin) is 0.158 eV.



The following is a DFT calculation (ωB97M-V with the def2-TZVPD basis set) of a cluster of 2 separate species, CH4O2S in total in a non-equilibrium geometry.

Structure (XYZ):
```
8
Properties=species:S:1:pos:R:3:forces:R:3
C 0.622 0.212 0.551 1.61 3.14 -0.01
O 1.953 -1.864 -0.490 -0.01 0.60 -0.51
O 0.351 -2.414 1.303 -0.20 1.86 -1.60
S 0.675 -1.561 0.119 0.15 -1.36 2.19
H 1.058 0.585 1.501 -0.14 -1.48 0.10
H 1.229 0.921 -0.110 -0.48 -1.84 -0.08
H -0.319 0.740 0.530 -0.96 -0.91 -0.14
H -1.427 -1.204 -2.349 0.03 -0.01 0.05
```
Forces are in eV/Å.

For the total energy, the calculation gives -16026.9617 eV. Its net charge is 0. The gap between HOMO and LUMO (alpha / beta) is 9.81 / 9.20 eV. The value obtained for the LUMO energy (alpha / beta) is -0.14 / -2.25 eV. The energy relative to the best compared isomer or geometry (same formula, charge and spin) is 5.114 eV.



The following is a DFT calculation (ωB97M-V with the def2-TZVPD basis set) of a cluster of 2 separate species, CH4O2S in total.

Structure (XYZ):
```
8
Properties=species:S:1:pos:R:3:forces:R:3
S -1.121 -1.035 -2.635 0.00 -0.12 0.13
H -1.136 0.299 -2.556 0.00 0.06 -0.06
H -1.003 -1.031 -3.966 0.00 0.06 -0.07
O 1.199 -0.748 1.364 0.11 -0.02 0.04
C 1.030 0.397 1.662 -0.18 -0.16 -0.02
O -0.113 0.865 2.199 0.34 -0.13 0.11
H 1.776 1.186 1.541 -0.06 0.17 -0.04
H -0.632 0.067 2.392 -0.22 0.13 -0.09
```
Forces are in eV/Å.

For the total energy, the calculation gives -16031.9421 eV. Its net charge is 0. The gap between HOMO and LUMO is 10.44 eV. As for the SMILES: O=CO.S. The value obtained for the LUMO energy is 0.70 eV. The energy relative to the best compared isomer or geometry (same formula, charge and spin) is 0.133 eV.



The following is a DFT calculation (ωB97M-V with the def2-TZVPD basis set) of a cluster of 2 separate species, CH4O2S in total.

Structure (XYZ):
```
8
Properties=species:S:1:pos:R:3:forces:R:3
C -0.026 0.020 -0.157 -0.03 0.01 0.03
O 2.938 1.302 3.109 -0.40 0.16 -0.14
O 1.658 0.406 4.977 -0.36 0.20 -0.23
S 1.665 1.146 3.749 0.75 -0.36 0.36
H 0.553 -0.858 0.097 0.12 -0.19 0.04
H 0.643 0.835 -0.400 0.13 0.17 -0.04
H -0.655 -0.197 -1.010 -0.11 -0.04 -0.16
H -0.650 0.297 0.684 -0.11 0.06 0.14
```
Forces are in eV/Å.

For the total energy, the calculation gives -16031.5748 eV. Its net charge is 0. The gap between HOMO and LUMO is 10.90 eV. The value obtained for the LUMO energy is -1.20 eV. The energy relative to the best compared isomer or geometry (same formula, charge and spin) is 0.500 eV.



The following is a DFT calculation (ωB97M-V with the def2-TZVPD basis set) of a cluster of 2 separate species, CH4O2S2 in total in a non-equilibrium geometry.

Structure (XYZ):
```
9
Properties=species:S:1:pos:R:3:forces:R:3
C 0.325 0.250 0.897 -2.05 0.59 1.15
O 0.529 1.537 0.762 1.51 1.44 -1.29
O -1.187 0.283 -1.250 5.70 2.83 -3.64
S 0.761 -2.709 0.740 -0.05 0.04 -0.10
S 1.382 -0.872 0.348 -0.23 -0.28 0.40
H -0.697 0.222 1.456 2.07 -1.21 -0.93
H 1.274 1.771 0.132 -0.98 -0.53 1.03
H -0.596 -0.148 -1.994 -1.79 1.33 2.28
H -1.791 -0.333 -1.090 -4.19 -4.20 1.10
```
Forces are in eV/Å.

For the total energy, the calculation gives -26865.3338 eV. Its net charge is 0. The gap between HOMO and LUMO (alpha / beta) is 7.77 / 7.77 eV. The value obtained for the LUMO energy (alpha / beta) is -0.14 / -0.14 eV. The energy relative to the best compared isomer or geometry (same formula, charge and spin) is 1.812 eV.